Formula: C32H84N8O28
Source: the OMol25 dataset
Level of theory: ωB97M-V with the def2-TZVPD basis set

Structure (XYZ):
```
152
Properties=species:S:1:pos:R:3:forces:R:3
C -12.4142 -9.5335 3.2039 -0.08 -0.34 -0.27
N -12.6967 -10.2161 1.8855 -0.93 -0.77 -1.26
O -11.8100 -10.3664 1.0565 -0.06 0.45 1.17
O -13.8508 -10.5991 1.6734 1.05 0.58 0.86
H -11.5117 -8.9338 3.0860 -0.35 0.06 -0.02
H -12.2496 -10.2940 3.9672 0.06 -0.19 -0.29
H -13.3295 -9.0086 3.4777 0.32 0.21 -0.20
C -25.6158 -15.7260 -10.8801 -0.60 0.28 0.92
N -25.0361 -15.0753 -9.6252 -1.93 -2.37 -0.06
O -23.8910 -14.7630 -9.7031 1.17 1.12 0.52
O -25.7463 -15.1509 -8.6171 1.00 0.86 -0.91
H -26.3852 -16.3865 -10.4802 0.23 -0.16 -0.29
H -24.7914 -16.2386 -11.3758 -0.30 0.26 -0.07
H -26.1280 -14.9628 -11.4659 0.43 0.01 -0.12
C -31.5149 -1.8436 -14.9606 -0.72 0.13 0.08
N -31.1972 -2.9676 -14.0176 -2.15 -0.90 1.47
O -32.1048 -3.8377 -13.8764 2.32 1.75 -0.78
O -30.2292 -2.8667 -13.2894 -0.29 -0.22 -0.86
H -31.7087 -2.2238 -15.9636 0.53 -0.07 0.12
H -30.8100 -1.0174 -14.8685 0.29 -0.58 -0.19
H -32.4823 -1.4684 -14.6268 0.02 -0.12 0.17
C -17.2634 -13.5446 -11.5374 0.25 1.28 -0.53
N -16.4409 -12.3031 -11.2435 -0.84 0.03 0.46
O -17.0551 -11.2434 -11.1753 0.50 -0.77 -0.34
O -15.2802 -12.4626 -10.9765 0.70 0.15 -0.11
H -17.6736 -13.3634 -12.5309 -0.32 -0.04 0.21
H -18.0150 -13.4346 -10.7556 -0.10 -0.86 -0.26
H -16.6182 -14.4216 -11.5884 -0.20 0.21 0.58
C -14.3349 -13.5733 -5.0746 0.94 -0.82 -0.07
N -14.5652 -15.0476 -5.2933 1.39 0.94 -0.40
O -15.7232 -15.3613 -5.4110 0.07 -1.05 0.02
O -13.5464 -15.7423 -5.3784 -1.77 0.26 0.21
H -13.3746 -13.3754 -5.5506 -0.31 0.25 -0.25
H -14.1246 -13.4859 -4.0086 -0.61 0.33 0.01
H -15.1918 -13.0516 -5.5007 0.29 0.09 0.47
C -27.5542 -2.2168 -6.7015 0.05 0.60 -1.05
N -26.7008 -2.3073 -5.5042 1.09 0.93 2.10
O -25.4851 -1.9555 -5.5802 -3.43 -1.25 0.28
O -27.3145 -2.6325 -4.4612 1.88 0.49 -2.08
H -26.9726 -1.8151 -7.5313 0.28 -0.67 0.04
H -28.3196 -1.4512 -6.5753 -0.08 -0.26 0.70
H -28.0236 -3.1833 -6.8846 0.22 0.15 0.00
C -30.7374 -9.9514 -14.6008 -0.22 0.14 0.65
N -30.5951 -9.1111 -15.8243 -1.89 -1.60 -0.32
O -31.4253 -9.1891 -16.7073 -0.39 -0.18 0.11
O -29.6275 -8.4398 -15.8691 2.22 1.59 0.03
H -31.7086 -10.4332 -14.4879 0.11 0.15 -0.58
H -30.6124 -9.2428 -13.7821 0.24 -0.25 0.04
H -29.9310 -10.6844 -14.6279 -0.07 0.18 0.06
C -17.8479 -1.4331 -5.5610 -0.76 0.79 0.76
N -17.4151 -0.7405 -4.2912 -1.33 1.50 1.86
O -18.0971 0.2421 -3.8858 1.40 -1.99 -1.45
O -16.5204 -1.2237 -3.6302 -0.01 0.02 -0.74
H -18.0444 -2.4670 -5.2771 0.51 0.02 -0.29
H -17.1087 -1.2549 -6.3419 -0.06 -0.30 0.23
H -18.8064 -0.9580 -5.7700 0.24 -0.05 -0.38
C -24.7644 -8.1065 -7.8923 -1.37 -0.91 0.00
O -23.5099 -7.4890 -7.8430 0.53 -0.80 0.95
C -22.4871 -8.2783 -7.1744 -0.15 -0.79 -1.14
C -21.2710 -7.3848 -7.0188 -0.18 -0.84 -0.37
O -20.1336 -8.0112 -6.4304 -1.32 -0.17 0.95
C -20.2585 -8.2624 -5.0286 1.55 0.25 0.56
H -24.8208 -9.1942 -7.8505 1.09 -0.44 -0.22
H -25.3256 -7.8963 -8.8028 0.42 0.59 -0.19
H -25.4549 -7.9073 -7.0728 0.25 0.92 0.45
H -22.2308 -9.1304 -7.8039 0.10 -0.03 -0.53
H -22.7760 -8.8145 -6.2704 -0.56 0.78 0.59
H -21.6769 -6.5279 -6.4813 0.74 0.53 0.10
H -20.9180 -7.1784 -8.0292 -0.22 0.66 0.13
H -20.5204 -9.2429 -4.6310 -0.85 -0.45 -1.00
H -20.8297 -7.5239 -4.4661 -0.20 0.26 -0.36
H -19.2337 -8.2225 -4.6596 0.17 0.46 0.07
C -33.4357 -1.2289 -2.8688 -0.35 0.38 -0.66
O -34.4845 -1.7534 -3.6920 1.08 1.59 -1.64
C -35.0485 -2.9453 -3.3773 0.07 -2.15 2.24
C -34.0668 -4.2271 -3.4038 -1.14 1.34 0.13
O -33.2823 -4.3256 -4.5639 -0.18 0.79 -0.34
C -33.8803 -4.7505 -5.8017 0.11 -0.95 1.04
H -32.5258 -1.1982 -3.4680 0.13 -0.20 0.16
H -33.2421 -1.7115 -1.9108 -0.29 -0.51 -0.12
H -33.7073 -0.1972 -2.6452 -0.04 0.06 0.01
H -36.0120 -3.1636 -3.8377 0.37 0.38 -1.22
H -35.4280 -2.7148 -2.3818 0.08 -1.26 1.04
H -34.6093 -5.1520 -3.2080 -0.57 -0.08 -0.28
H -33.4045 -4.1736 -2.5398 0.42 0.32 -0.27
H -34.8646 -5.1998 -5.6700 -0.04 -0.35 0.46
H -33.1576 -5.5210 -6.0702 -0.39 0.00 -0.89
H -34.0769 -4.0325 -6.5978 0.74 0.65 0.33
C -29.2835 -12.3414 0.2737 -0.66 1.17 -1.16
O -29.7755 -11.6108 -0.8400 -1.34 1.01 -0.64
C -28.9714 -11.3034 -1.9353 1.27 0.00 0.84
C -28.0371 -10.0540 -1.8077 -0.76 -1.03 -1.61
O -27.2850 -9.9801 -0.6656 0.79 -0.41 0.76
C -26.5085 -8.7838 -0.5369 -1.03 -0.74 0.74
H -30.2454 -12.5845 0.7249 0.52 -0.51 0.64
H -28.7137 -11.6221 0.8620 0.36 -0.66 0.41
H -28.7424 -13.2075 -0.1073 0.25 -0.17 0.51
H -29.5930 -11.0951 -2.8061 -0.26 -0.07 0.11
H -28.4107 -12.2141 -2.1456 0.57 0.00 -0.31
H -28.6485 -9.1799 -2.0319 -0.13 0.48 0.52
H -27.3589 -10.1516 -2.6554 0.15 0.07 -0.53
H -25.9168 -8.4769 -1.3994 -0.22 -0.25 -0.35
H -25.8299 -8.9974 0.2888 -0.09 0.34 0.03
H -27.2733 -8.0537 -0.2720 0.58 0.76 0.04
C -17.2162 -0.5775 -15.5661 0.07 0.00 -0.17
O -17.6325 -0.9563 -14.2808 -0.35 -0.54 0.96
C -18.0487 -2.3153 -14.0172 -0.32 0.55 -2.09
C -18.9383 -2.9164 -15.1293 -1.90 0.42 -0.88
O -20.1510 -2.1267 -15.3798 -0.29 -0.74 -0.43
C -21.0527 -2.5937 -16.4574 1.48 0.47 0.76
H -16.4993 -1.2585 -16.0248 -0.06 -0.43 -0.04
H -16.6759 0.3660 -15.4887 -0.16 0.08 0.30
H -18.0669 -0.4123 -16.2273 -0.08 -0.18 -0.16
H -18.5554 -2.3145 -13.0521 0.14 0.07 -0.13
H -17.1735 -2.9649 -14.0286 0.22 -0.12 0.41
H -19.2719 -3.9382 -14.9486 0.20 -0.21 0.83
H -18.4482 -3.0345 -16.0957 0.65 0.45 -0.06
H -21.6330 -3.4986 -16.2770 0.00 -0.03 0.82
H -20.4891 -2.8403 -17.3572 0.29 0.33 -0.18
H -21.7250 -1.7586 -16.6542 0.11 -0.12 0.06
C -9.9231 -1.4115 -7.6576 0.28 0.43 1.02
O -9.9372 -2.6842 -8.2057 -1.34 0.24 -2.83
C -10.5427 -2.5471 -9.5542 1.19 -2.85 0.15
C -10.8588 -3.9800 -10.0921 -1.56 -0.74 1.84
O -12.0757 -4.5119 -9.4159 0.35 -0.16 0.30
C -11.9148 -4.9368 -8.0307 0.63 1.65 0.15
H -9.3161 -0.6712 -8.1789 0.42 -0.15 -0.40
H -9.4900 -1.5590 -6.6683 -0.33 0.47 0.20
H -10.9253 -0.9829 -7.6573 -0.23 0.02 0.53
H -9.8174 -2.0617 -10.2072 0.10 0.16 -0.03
H -11.4938 -2.0187 -9.6191 0.00 0.25 0.68
H -10.1863 -4.8217 -9.9268 1.07 0.76 0.15
H -11.0761 -4.0107 -11.1598 -0.28 0.43 0.08
H -10.9114 -5.2458 -7.7378 0.22 -0.66 -0.74
H -12.6571 -5.6306 -7.6359 -0.12 -0.26 -1.00
H -11.9865 -4.0741 -7.3683 -0.40 0.43 -0.09
C -23.0599 -12.1661 -20.8338 1.54 0.32 -0.27
O -24.1797 -12.0361 -20.0636 -1.28 1.07 1.52
C -24.0330 -11.0795 -18.9484 -0.42 -2.09 -0.60
C -23.3132 -11.7823 -17.8410 1.97 -0.50 1.51
O -23.7188 -11.4298 -16.5227 -0.33 0.04 0.10
C -23.0522 -10.3190 -15.8749 -0.83 -1.33 -0.28
H -22.6624 -11.1572 -20.9452 0.36 0.08 -0.95
H -23.2601 -12.7014 -21.7620 -0.33 0.45 -0.12
H -22.2448 -12.7299 -20.3801 0.12 -0.31 0.51
H -25.0652 -10.9811 -18.6122 0.13 0.73 -0.09
H -23.4773 -10.1722 -19.1854 -0.55 0.23 -0.64
H -22.2268 -11.6998 -17.8085 0.44 0.85 -0.66
H -23.3228 -12.8598 -18.0050 -1.15 -0.23 0.37
H -21.9971 -10.5213 -15.6905 0.24 0.06 -0.47
H -23.5093 -10.3212 -14.8854 -0.12 0.47 -0.12
H -23.2372 -9.3987 -16.4289 0.20 0.15 0.20
```
Forces are in eV/Å.

Calculated values
ΔE to the lowest compared entry with this formula, charge and spin, eV: 2.273
LUMO energy, eV: -0.2
Orbital gap, eV: 9.05
Highest occupied orbital energy, hartree: -0.338